(1)
38
Properties=species:S:1:pos:R:3:mulliken_charge:R:1 method="wB97M-V/def2-TZVPD" orbital_gap_ev=9.409 fmax_ev_per_a=3.825 total_charge=0 multiplicity=1 e_above_lowest_kj_mol=258.6 lumo_energy_ev=0.20
C 2.525 -1.845 2.396 -1.313
C 2.044 -1.503 0.977 -0.279
C 0.540 -1.893 0.941 -0.224
N -0.400 -1.019 1.642 -0.355
C 0.095 -1.790 -0.600 0.224
O 0.979 -1.621 -1.422 -0.759
N -1.095 -2.342 -1.037 0.011
C -2.151 -2.582 -0.094 -0.803
H 3.566 -2.047 2.226 0.373
H 2.046 -2.699 2.880 0.363
H 2.369 -0.925 3.012 0.302
H 2.092 -0.440 0.703 0.159
H 2.532 -2.052 0.151 0.393
H 0.550 -2.965 1.256 0.504
H -0.335 -0.055 1.375 0.078
H -0.446 -1.277 2.611 0.228
H -1.224 -2.600 -2.007 0.323
H -3.054 -3.114 -0.502 0.329
H -2.517 -1.629 0.369 0.287
H -1.843 -3.184 0.788 0.227
O -0.205 3.127 0.202 -0.711
H -0.824 2.537 -0.240 0.378
H -0.119 2.638 1.034 0.386
O -1.879 2.750 2.271 -0.667
H -1.945 3.653 1.918 0.338
H -2.637 2.311 1.847 0.324
O -3.070 0.414 -0.485 -0.639
H -3.263 0.173 -1.397 0.336
H -2.109 0.509 -0.587 0.218
O 0.622 2.929 -2.900 -0.660
H 0.364 2.648 -2.004 0.321
H -0.125 2.634 -3.428 0.303
O 0.131 0.773 -1.934 -0.574
H 1.093 0.798 -1.824 0.293
H 0.005 -0.134 -2.210 0.291
O 2.518 1.981 0.361 -0.652
H 1.738 2.058 -0.202 0.318
H 3.232 1.734 -0.233 0.329

---

(2)
37
Properties=species:S:1:pos:R:3:mulliken_charge:R:1 method="wB97M-V/def2-TZVPD" orbital_gap_ev=10.039 fmax_ev_per_a=2.476 total_charge=+1 multiplicity=1 e_above_lowest_kj_mol=186.7 lumo_energy_ev=-2.60
C -1.973 -0.530 -2.155 -1.259
C -1.431 -0.291 -0.748 0.198
C -1.625 1.082 -0.189 -0.805
C -1.276 1.162 1.298 -0.832
N 0.077 1.229 3.764 -0.406
C 0.729 1.278 2.546 -0.196
N 0.178 1.209 1.411 -0.258
N 0.033 -0.693 -0.792 0.422
H -1.297 -0.032 -2.848 0.289
H -2.946 -0.047 -2.244 0.382
H -2.126 -1.572 -2.424 0.364
H -1.923 -1.040 -0.131 0.156
H -1.098 1.871 -0.726 0.140
H -2.680 1.375 -0.215 0.470
H -1.600 0.251 1.826 0.332
H -1.796 1.984 1.795 0.548
H -0.707 1.805 4.011 0.201
H 0.621 0.807 4.498 0.216
H 1.809 1.342 2.571 0.396
H 0.453 -0.135 -0.026 -0.001
H 0.025 -1.700 -0.883 0.220
H 0.485 -0.228 -1.591 0.464
H 2.398 1.051 -1.010 0.341
H 1.311 2.174 -0.781 0.279
O 1.729 1.611 -1.437 -0.597
H -0.441 2.455 -3.927 0.307
H 0.682 1.549 -3.717 0.297
O -0.264 1.508 -3.907 -0.649
H 0.604 -1.883 2.781 0.288
H 0.325 -2.790 1.566 0.290
O 0.657 -1.916 1.823 -0.518
H 3.745 -0.842 -0.916 0.302
H 2.827 -1.011 0.283 0.307
O 2.827 -0.811 -0.663 -0.651
H -1.353 -4.221 0.063 0.288
H 0.003 -3.937 -0.605 0.308
O -0.600 -3.620 0.078 -0.632

---

(3)
38
Properties=species:S:1:pos:R:3:mulliken_charge:R:1 method="wB97M-V/def2-TZVPD" orbital_gap_ev=7.315 fmax_ev_per_a=2.635 total_charge=-1 multiplicity=1 e_above_lowest_kj_mol=0.0 lumo_energy_ev=2.91
C 0.412 -2.119 -0.925 -0.409
C 0.495 -1.432 -2.299 -0.411
S 2.058 -0.436 -2.462 -0.626
C -0.329 -1.155 0.042 -0.023
N 0.163 -1.319 1.408 -0.437
C -0.123 -0.163 2.309 -0.743
C 0.977 0.882 2.267 -0.365
S 0.427 2.464 1.470 -0.301
H -0.259 -3.003 -1.064 0.276
H 1.338 -2.511 -0.459 0.391
H 0.519 -2.189 -3.100 0.342
H -0.332 -0.741 -2.392 0.001
H -0.129 -0.146 -0.340 -0.099
H -1.428 -1.260 0.179 0.103
H 1.093 -1.593 1.652 0.448
H -1.172 0.183 2.156 0.353
H -0.118 -0.635 3.354 0.282
H 1.201 1.245 3.303 0.315
H 1.933 0.503 1.909 0.253
H 0.958 2.541 0.133 0.140
H -2.051 1.734 -1.991 0.498
H -1.940 0.189 -1.804 0.213
O -2.560 0.935 -1.798 -0.713
H 1.922 2.957 -2.272 0.171
H 1.826 1.360 -1.905 0.127
O 1.459 2.341 -1.727 -0.597
H -0.205 -3.243 2.496 0.339
H -1.574 -2.567 2.283 0.320
O -1.131 -3.295 2.713 -0.659
H 3.571 -1.909 0.102 0.362
H 2.788 -0.730 0.108 0.192
O 3.174 -1.338 0.759 -0.674
H -0.286 2.567 -2.133 0.452
H -0.763 3.387 -0.923 0.269
O -0.999 3.182 -1.823 -0.780
H -3.038 2.165 0.534 0.303
H -4.052 1.496 -0.340 0.320
O -3.829 1.654 0.583 -0.635

---

(4)
38
Properties=species:S:1:pos:R:3:mulliken_charge:R:1 method="wB97M-V/def2-TZVPD" orbital_gap_ev=8.722 fmax_ev_per_a=6.213 total_charge=-1 multiplicity=1 e_above_lowest_kj_mol=301.3 lumo_energy_ev=3.07
C -0.501 -0.189 0.298 0.296
O -0.091 -0.625 -0.946 -1.194
C -0.792 -1.333 1.248 0.508
C -1.761 -1.021 2.524 -0.884
C -1.466 0.366 3.063 -0.288
C -0.687 0.448 4.129 -0.800
N -1.517 -2.366 0.698 -0.719
H -1.467 0.460 0.101 0.493
H 0.283 0.577 0.621 -0.612
H 0.254 -1.735 1.652 0.113
H -2.847 -1.124 2.412 0.320
H -1.551 -1.861 3.188 0.372
H -1.539 1.146 2.365 0.412
H -0.150 -0.294 4.463 0.371
H -0.462 1.443 4.514 0.243
H -2.299 -2.154 0.081 0.224
H -1.068 -3.000 0.058 0.363
H 1.498 -0.836 -0.663 0.603
H 2.765 -1.696 -0.718 0.295
O 2.452 -0.908 -0.328 -0.659
H 1.322 1.406 -2.295 0.239
H 0.085 0.582 -1.894 0.289
O 0.387 1.561 -2.272 -0.741
H 1.437 2.324 0.036 0.392
H 1.732 1.030 0.947 0.397
O 1.961 1.965 0.812 -0.682
H -2.800 1.154 -1.707 0.235
H -1.734 -0.032 -1.756 0.325
O -2.636 0.277 -1.777 -0.663
H 0.485 -2.204 -0.968 0.215
H 1.294 -3.441 -0.489 0.275
O 0.616 -3.230 -1.021 -0.770
H -0.637 2.649 -2.401 0.484
H -1.889 2.885 -2.065 0.231
O -1.255 3.433 -2.526 -0.698
H 3.404 0.884 -0.584 0.343
H 3.444 0.460 -1.961 0.312
O 3.854 1.065 -1.369 -0.638

---

(5)
37
Properties=species:S:1:pos:R:3:mulliken_charge:R:1 method="wB97M-V/def2-TZVPD" orbital_gap_ev=9.591 fmax_ev_per_a=3.620 total_charge=0 multiplicity=1 e_above_lowest_kj_mol=179.0 lumo_energy_ev=0.16
C -0.974 2.472 -1.708 -0.961
C 0.238 1.960 -1.984 -0.450
C 0.776 0.638 -1.387 0.229
C 2.282 0.478 -1.164 -0.373
C 2.841 1.507 -0.116 -0.535
O 3.823 0.864 0.695 -0.557
H -1.271 3.423 -2.118 0.307
H -1.627 1.994 -0.977 0.334
H 0.657 2.534 -2.830 0.209
H 0.588 -0.043 -2.256 0.318
H 0.089 0.192 -0.662 0.089
H 2.352 -0.575 -0.816 0.222
H 2.962 0.630 -2.007 0.291
H 1.979 1.767 0.488 0.355
H 3.247 2.428 -0.543 0.341
H 3.377 0.150 1.155 0.315
O 1.902 -2.712 0.310 -0.600
H 1.572 -3.364 -0.315 0.276
H 2.322 -3.072 1.098 0.282
O -1.316 -3.171 -0.859 -0.675
H -1.511 -2.317 -1.274 0.326
H -2.138 -3.394 -0.406 0.318
O -1.732 -0.039 2.720 -0.637
H -1.116 -0.801 2.649 0.380
H -1.192 0.606 3.191 0.287
O 0.276 3.295 0.992 -0.705
H 0.956 3.978 1.007 0.292
H 0.062 2.982 0.100 0.355
O -3.112 -0.595 -1.468 -0.617
H -3.671 -1.363 -1.280 0.286
H -3.648 0.077 -1.018 0.319
O -3.430 -1.323 1.060 -0.646
H -2.494 -1.215 0.889 0.390
H -3.694 -0.677 1.725 0.268
O -0.102 -1.687 1.515 -0.569
H 0.810 -1.427 1.622 0.250
H -0.212 -2.133 0.676 0.286

---

(6)
38
Properties=species:S:1:pos:R:3:mulliken_charge:R:1 method="wB97M-V/def2-TZVPD" orbital_gap_ev=9.403 fmax_ev_per_a=6.538 total_charge=0 multiplicity=1 e_above_lowest_kj_mol=264.9 lumo_energy_ev=0.17
C 0.231 -1.680 2.700 -1.219
C -1.051 -1.780 1.866 0.287
C -1.237 -1.006 0.809 -0.041
C -2.516 -0.857 0.051 -1.210
C -2.263 -0.761 -1.459 -0.432
N -1.215 0.179 -1.825 -0.450
H 0.689 -0.703 2.432 0.264
H 0.983 -2.419 2.827 0.391
H -0.053 -1.684 3.749 0.368
H -1.782 -2.569 2.139 0.310
H -0.478 -0.293 0.389 0.060
H -3.368 -1.448 0.374 0.443
H -2.773 0.178 0.330 0.356
H -3.201 -0.462 -1.954 0.412
H -2.107 -1.774 -1.861 0.234
H -0.279 -0.275 -1.846 0.118
H -1.498 0.813 -2.636 0.234
O 0.532 -3.433 -0.726 -0.749
H -0.155 -3.013 -0.153 0.339
H 0.234 -3.529 -1.701 0.338
O 1.453 0.230 -2.598 -0.585
H 1.791 -0.614 -2.481 0.335
H 1.925 0.639 -1.990 0.171
O -0.005 2.276 2.730 -0.612
H 0.487 2.471 1.780 0.290
H -0.402 3.079 3.048 0.270
O 3.542 2.399 -0.512 -0.604
H 2.827 2.438 -1.216 0.359
H 4.073 1.666 -0.839 0.296
O -1.419 2.520 -0.138 -0.692
H -1.452 1.530 -0.535 0.410
H -1.661 3.069 -0.886 0.264
O 2.138 -1.462 -0.694 -0.591
H 1.489 -2.113 -0.343 0.379
H 2.944 -1.943 -0.687 0.241
O 1.165 3.841 0.650 -0.651
H 1.841 3.185 1.080 0.334
H 0.573 3.301 0.125 0.335